(1)
Formula: C5H12O
Source: the OMol25 dataset
Level of theory: wB97M-V/def2-TZVPD

Net charge: 0
Max |F| in hartree/bohr: 0.0069
HOMO-LUMO gap in eV: 9.250
E_HOMO in eV: -8.10
M in Da: 88.1

Positions of all 18 atoms, in Å:
C 0.001923 2.753815 0.827425
C 0.433447 1.298203 0.825332
C -0.409019 0.290237 1.347078
O -0.709411 -0.508538 -0.321889
C -0.077021 -1.764355 -0.475781
C 0.166379 -2.112374 -1.936432
H 0.216286 3.262794 -0.119005
H 0.511587 3.319888 1.618595
H -1.075395 2.846859 1.010974
H 1.503286 1.126377 0.951631
H 0.032145 0.487185 -0.295059
H -0.004695 -0.597650 1.830851
H -1.442735 0.517749 1.598710
H -0.720961 -2.526696 -0.017388
H 0.884958 -1.777867 0.070428
H 0.567030 -3.129804 -2.018495
H 0.888099 -1.425384 -2.390493
H -0.765903 -2.060437 -2.506482

Atomic forces in eV per Å
-0.04 0.10 -0.03
0.05 0.02 0.35
0.15 0.18 0.08
0.09 0.09 -0.12
0.03 -0.20 0.00
0.01 0.02 -0.05
-0.01 -0.10 0.13
-0.10 -0.09 -0.12
0.14 -0.05 -0.08
-0.14 0.01 0.00
-0.17 -0.29 -0.02
-0.06 0.12 -0.12
0.15 -0.03 -0.06
0.10 0.09 -0.05
-0.13 0.03 -0.07
-0.05 0.16 0.02
-0.12 -0.06 0.07
0.11 0.00 0.09

Atom charges from the Mulliken analysis, given in e for atoms 1 to 5: C -1.132; C -0.155; C -0.462; O -0.505; C -0.209

(2)
Formula: C25H47Cl2NO2P2S2Y
Source: the OMol25 dataset
Level of theory: wB97M-V/def2-TZVPD

Net charge: -1
Max |F| in hartree/bohr: 0.0746
HOMO-LUMO gap in eV: 6.023
E_HOMO in eV: -3.84
M in Da: 679.6

Positions of all 82 atoms, in Å:
Y 0.113479 -0.543329 -0.417366
Cl 0.872758 0.053246 -2.818781
P -0.769923 -2.998199 -1.159307
C 0.431343 -3.844404 -2.292414
C -1.065953 -4.122509 0.285786
C -2.337665 -2.954623 -2.139690
C 1.851379 -3.271130 -2.191134
H 0.033988 -3.590100 -3.293389
C 0.456976 -5.365362 -2.132549
H 0.880461 -5.663629 -1.166343
H 1.103427 -5.778890 -2.918951
H -0.531498 -5.829159 -2.241667
H 1.879247 -2.205914 -2.459347
H 2.490536 -3.806749 -2.910928
H 2.287179 -3.397587 -1.188873
H -2.020176 -2.376217 -3.029004
C -3.492620 -2.191717 -1.466831
C -2.756920 -4.359643 -2.564937
H -2.041070 -4.810043 -3.262021
H -3.725145 -4.300109 -3.075570
H -2.879509 -5.025214 -1.697448
H -3.160028 -1.390428 -0.796294
H -4.155030 -2.867567 -0.908935
H -4.093762 -1.717657 -2.257295
C 0.210724 -4.263248 1.131214
H -1.313123 -5.095636 -0.167808
C -2.237246 -3.645044 1.145850
H 1.038090 -4.751228 0.597489
H -0.028480 -4.880959 2.009588
H 0.575772 -3.288871 1.496567
H -2.144008 -2.581738 1.414695
H -2.241053 -4.224905 2.078151
H -3.203239 -3.801751 0.657597
Cl -1.371222 0.062151 1.597107
H -1.560774 0.232127 -1.281726
P 0.153931 2.971563 -1.189427
C -0.788939 3.577201 -2.640979
C -0.363247 3.932039 0.293993
C 1.947414 3.153965 -1.572366
C -2.088270 2.790076 -2.868821
H -0.100522 3.351794 -3.477340
C -1.039849 5.077016 -2.546628
H -1.737923 5.315006 -1.734218
H -1.490148 5.394276 -3.494161
H -0.117016 5.647961 -2.398883
H -1.879505 1.752031 -3.143344
H -2.645323 3.266028 -3.688117
H -2.727196 2.779033 -1.976023
H 2.013803 2.624745 -2.541170
C 2.907382 2.427529 -0.607208
C 2.265004 4.632479 -1.755610
H 1.787209 5.036965 -2.653772
H 3.350307 4.740378 -1.871487
H 1.953783 5.223481 -0.881452
H 2.441852 2.044452 0.318010
H 3.715195 3.098387 -0.296004
H 3.354430 1.551992 -1.093788
C -1.850869 3.694841 0.580926
H -0.166509 4.973593 -0.004020
C 0.473349 3.568945 1.520287
H -2.508368 4.106719 -0.191515
H -2.095021 4.190734 1.529142
H -2.054447 2.617879 0.699286
H 0.321920 2.517251 1.811408
H 0.152758 4.188615 2.366384
H 1.545988 3.738458 1.383423
O 2.619555 3.248816 3.621785
S 3.248223 1.945930 3.663975
O 4.587730 1.837789 4.191639
N 3.047041 1.144615 2.228645
C 2.372752 0.001045 2.325936
S 2.323164 -1.071785 0.999644
C 1.782228 -0.222542 3.650532
C 0.852335 -1.164754 4.108947
C 0.312877 -1.031596 5.386804
C 0.722245 0.012947 6.235573
C 1.677104 0.938049 5.797993
C 2.175043 0.810503 4.510839
H 0.558322 -1.966171 3.438008
H -0.438439 -1.738366 5.732400
H 0.296746 0.106825 7.232171
H 2.035007 1.759258 6.423170

Atomic forces in eV per Å
-0.91 3.23 -0.74
0.43 -0.38 -0.35
-0.38 -0.38 0.15
-0.18 -0.17 -0.06
0.17 -0.38 -0.52
0.27 0.04 -0.04
0.09 0.03 -0.12
0.18 -0.10 0.29
0.08 -0.25 -0.35
-0.10 0.04 -0.25
-0.09 -0.04 0.18
0.29 0.10 0.10
-0.02 -0.30 0.11
-0.06 0.14 0.24
-0.14 -0.04 -0.18
-0.13 -0.19 0.34
-0.24 0.09 -0.07
-0.29 -0.03 -0.25
-0.17 0.06 0.15
0.08 -0.10 0.03
0.00 0.15 -0.23
0.06 -0.12 -0.23
0.18 0.08 -0.17
0.10 -0.11 0.25
-0.04 -0.02 0.18
0.05 0.07 0.38
-0.02 0.04 0.19
-0.23 0.24 0.13
0.13 0.11 -0.16
-0.15 -0.31 -0.16
-0.04 -0.25 -0.08
-0.03 0.09 -0.11
0.21 0.07 0.07
0.18 -0.31 0.49
-0.16 -0.62 -0.01
-0.30 -3.58 1.34
0.41 0.16 0.09
0.45 0.67 -0.71
-0.39 0.56 -0.36
0.05 0.08 -0.09
-0.27 0.21 0.16
-0.19 0.19 -0.55
0.16 -0.01 -0.21
-0.07 0.26 0.12
-0.28 -0.07 0.02
0.01 0.15 0.22
0.01 -0.04 0.08
0.19 -0.03 -0.23
-0.08 0.35 0.26
-0.41 -0.21 0.25
0.80 0.07 -0.12
0.10 -0.01 0.18
-0.05 0.29 -0.04
0.12 -0.10 -0.21
0.16 0.35 -0.61
-0.06 -0.09 0.02
-0.07 0.20 0.05
0.07 -0.02 0.11
-0.30 0.18 0.62
0.04 0.03 0.00
0.09 -0.13 0.11
-0.06 -0.06 -0.10
0.08 0.34 -0.12
0.04 0.25 -0.17
0.06 -0.09 -0.06
-0.25 -0.02 0.00
0.64 -0.60 -0.05
-1.23 -0.68 0.18
-0.36 0.09 -0.53
0.32 -0.95 -0.07
1.37 1.96 -0.36
0.44 -0.46 0.36
-0.56 0.38 1.52
0.44 0.26 -0.43
0.30 0.35 0.23
0.16 -0.17 -0.44
0.06 -0.07 -0.07
-0.56 -0.37 0.64
-0.12 0.11 0.13
0.15 0.12 -0.09
0.05 -0.04 -0.19
-0.26 -0.27 -0.09

Atom charges from the Mulliken analysis, given in e for atoms 1 to 5: Y -0.506; Cl -0.585; P 1.295; C 0.503; C 0.661